[1]
This record from OMol25 describes a single C8H7ClO2 molecule at a distorted geometry. The level of theory is ωB97M-V/def2-TZVPD.

Geometry as XYZ:
```
18
Properties=species:S:1:pos:R:3:forces:R:3
C -2.9214 -1.4184 -1.2359 -0.2 -0.2 -0.1
C -2.0250 -0.7657 -0.2413 0.0 0.3 0.1
C 0.2517 0.0365 -0.1642 -0.8 0.1 -0.5
C 0.1001 1.2185 0.5435 -0.5 -0.1 0.2
C 1.2211 1.7496 1.1634 -0.3 0.2 0.6
C 2.4337 1.1314 1.0071 1.5 0.7 0.6
C 2.6080 -0.0133 0.2698 0.3 0.2 -0.1
C 1.4887 -0.5586 -0.3135 -0.3 -0.4 -0.4
H -3.9190 -1.6158 -0.8575 0.1 0.0 0.2
H -2.9849 -0.7268 -2.0700 -0.1 -0.1 -0.3
H -2.4600 -2.3416 -1.5905 -0.1 0.1 0.0
H -0.8940 1.6636 0.6422 0.5 -0.1 0.0
H 1.1931 2.5725 1.8724 -0.3 0.1 -0.4
H 3.5937 -0.4341 0.1232 -0.1 -0.1 0.1
H 1.5807 -1.4309 -0.9323 -0.1 -0.3 -0.1
O -2.2875 -0.4235 0.8765 0.2 -0.2 -0.2
O -0.8343 -0.5439 -0.8778 1.0 0.3 0.8
Cl 3.8554 1.9005 1.7849 -0.7 -0.5 -0.4
```
Positions in Å, forces in eV/Å.

Properties
- max |F| (eV/A) = 1.72
- LUMO energy (eV) = 0.78
- calculated total energy (a.u.) = -919.7317
- ΔE to the lowest compared entry with this formula, charge and spin (kJ/mol) = 0.00
- SMILES string = CC(=O)Oc1ccc(Cl)cc1
- HOMO energy (eV) = -9.265

---

[2]
This record from OMol25 describes a single C5H4O molecule at a distorted geometry. The level of theory is ωB97M-V/def2-TZVPD.

Geometry as XYZ:
```
10
Properties=species:S:1:pos:R:3:forces:R:3
C -0.7546 1.2708 -1.4962 4.8 -1.9 -2.3
C 0.2316 0.2010 -1.0391 -3.2 3.8 -0.8
C -0.2766 -0.2334 0.3765 -0.8 1.1 -2.6
C 0.5750 -1.0616 1.1205 2.6 -4.3 7.6
C 0.9505 -1.6450 2.2183 -0.9 3.6 -6.0
H -0.6646 2.1231 -2.4638 0.2 -3.1 2.9
H -1.7332 1.2699 -1.0518 0.1 0.1 0.6
H 1.2866 -0.1984 -1.4751 -2.9 1.5 1.1
H 1.7121 -1.8755 2.9440 -0.5 -0.4 -0.1
O -1.3267 0.1491 0.8668 0.6 -0.3 -0.4
```
Positions in Å, forces in eV/Å.

Properties
- max |F| (eV/A) = 9.10
- LUMO energy (eV) = -0.88
- calculated total energy (a.u.) = -267.9529
- ΔE to the lowest compared entry with this formula, charge and spin (kJ/mol) = 418.59
- SMILES string = C#CC(=O)C=C
- HOMO energy (eV) = -9.811

---

[3]
This record from OMol25 describes a molecular structure, C26H18NO5PPt at a distorted geometry. The level of theory is ωB97M-V/def2-TZVPD.

Geometry as XYZ:
```
52
Properties=species:S:1:pos:R:3:forces:R:3
Pt -0.7796 -1.1201 -0.3612 2.8 2.0 0.6
O -1.4503 -5.4591 -1.2320 -0.6 0.1 0.2
C -1.3983 -4.1340 -1.0013 3.7 0.0 -0.7
O -0.3364 -3.5085 -1.1107 -2.0 -1.9 -0.3
C -2.6480 -3.5158 -0.6181 -2.0 0.9 0.4
C -3.8393 -4.2204 -0.4025 1.1 0.0 -0.3
C -4.9754 -3.5287 -0.0426 -0.2 1.0 0.1
C -4.9049 -2.1386 0.0861 -0.2 -0.9 -0.1
C -3.6946 -1.5052 -0.1250 0.2 0.3 -0.2
N -2.5926 -2.1689 -0.4769 -0.8 -1.7 0.7
C -3.5743 0.0137 0.0293 1.1 1.0 0.0
O -4.5920 0.6714 0.1503 -1.1 -0.3 0.1
O -2.3916 0.4776 0.0094 -1.2 -0.1 -0.2
H -0.5765 -5.7872 -1.4927 0.0 0.4 0.1
H -3.8289 -5.2911 -0.5271 -0.1 -0.1 0.0
H -5.9063 -4.0482 0.1283 0.0 -0.1 0.0
H -5.7564 -1.5278 0.3436 0.0 0.0 0.0
O -1.2147 -1.9363 2.2540 0.7 0.0 0.5
C -0.3515 -1.3636 1.6499 -2.1 -0.3 -2.6
C 0.8248 -0.6816 2.1374 2.0 0.6 1.1
C 1.2953 -0.9746 3.4301 -0.5 0.2 -0.7
C 2.4771 -0.4245 3.8706 0.3 0.3 0.1
C 3.2121 0.4292 3.0532 -0.1 -0.1 0.1
C 2.7513 0.7470 1.7848 -0.1 0.0 0.0
C 1.5686 0.1969 1.3169 -0.5 -0.4 0.5
P 0.8791 0.4771 -0.3341 -0.8 -0.5 0.6
C 2.3706 0.8905 -1.2911 -0.2 -0.3 -0.2
C 3.2909 -0.1251 -1.5301 -0.1 0.0 0.0
C 4.4863 0.1581 -2.1621 0.1 -0.1 0.0
C 4.7663 1.4536 -2.5691 0.0 0.1 0.0
C 3.8485 2.4654 -2.3412 0.1 0.0 -0.1
C 2.6505 2.1882 -1.7056 -0.1 0.0 0.1
C -0.0255 2.0498 -0.2991 0.1 0.0 0.0
C -0.0930 2.8731 0.8160 0.1 -0.2 -0.2
C -0.9052 3.9950 0.7874 -0.1 0.1 0.0
C -1.6419 4.2965 -0.3445 0.0 0.0 0.0
C -1.5599 3.4872 -1.4667 0.0 0.1 -0.1
C -0.7564 2.3656 -1.4441 0.2 -0.1 0.1
H 0.7170 -1.6310 4.0624 -0.1 -0.1 0.0
H 2.8312 -0.6547 4.8641 0.1 0.0 0.1
H 4.1466 0.8396 3.4068 0.1 0.1 0.0
H 3.3157 1.4149 1.1477 0.1 0.0 0.0
H 3.0561 -1.1306 -1.2093 0.0 -0.1 0.0
H 5.2039 -0.6286 -2.3372 0.1 -0.1 0.0
H 5.6981 1.6762 -3.0661 0.1 0.0 0.0
H 4.0675 3.4767 -2.6533 0.0 0.0 0.0
H 1.9376 2.9794 -1.5226 0.0 0.0 0.0
H 0.4794 2.6325 1.6999 0.0 0.0 0.1
H -0.9754 4.6320 1.6557 0.0 0.1 0.1
H -2.2832 5.1654 -0.3585 -0.1 0.1 0.0
H -2.1339 3.7346 -2.3488 0.0 -0.1 0.0
H -0.6884 1.7170 -2.3108 -0.1 0.0 0.0
```
Positions in Å, forces in eV/Å.

Properties
- max |F| (eV/A) = 3.75
- LUMO energy (alpha / beta) (eV) = -0.81 / -0.79
- calculated total energy (a.u.) = -1893.2225
- ΔE to the lowest compared entry with this formula, charge and spin (kJ/mol) = 93.54
- HOMO energy (alpha / beta) (eV) = -6.416 / -6.240

---

[4]
This record from OMol25 describes a molecular structure, C53H56ClIN4O2PPdSi at a distorted geometry. The level of theory is ωB97M-V/def2-TZVPD.

Geometry as XYZ:
```
120
Properties=species:S:1:pos:R:3:forces:R:3
Pd 0.6249 0.8664 -0.3939 0.6 0.1 -0.9
C 3.4107 -2.1299 2.3285 -0.4 0.7 -0.1
Si 2.1932 -0.6485 2.2523 -0.3 0.0 0.0
C 2.1838 0.3048 3.9151 0.1 -0.5 -0.6
C 0.4671 -1.3679 1.8744 0.5 0.4 0.0
N 2.4941 0.5221 0.9922 -3.1 -1.5 -0.2
C 3.5809 1.2820 0.8917 1.4 1.7 -1.1
C 4.7171 1.1606 1.7351 -0.9 -0.3 -0.5
C 5.8069 1.9827 1.6131 0.4 0.7 -0.4
C 5.8262 2.9956 0.6557 0.3 -0.3 0.4
C 4.7501 3.1530 -0.1950 -0.4 -0.1 0.0
C 3.6539 2.3098 -0.1119 1.3 -0.5 1.4
O 2.5566 2.4289 -0.8936 -0.8 0.3 -0.9
C 2.5193 3.2897 -1.9719 -0.2 0.1 0.0
C 1.3898 4.0956 -2.0608 0.3 -0.2 0.2
C 1.2391 4.9438 -3.1407 0.0 0.0 -0.1
C 2.2148 4.9897 -4.1247 -0.1 0.1 -0.1
C 3.3318 4.1745 -4.0387 -0.1 0.0 0.0
C 3.4899 3.3133 -2.9670 -0.2 -0.2 0.1
H 3.3349 -2.6203 3.2940 -0.1 -0.1 0.2
H 4.4459 -1.8335 2.1945 0.2 0.1 0.0
H 3.1772 -2.8751 1.5728 -0.1 -0.1 -0.2
H 1.3630 -0.0052 4.5528 -0.2 -0.1 0.2
H 2.0933 1.3735 3.7446 0.0 0.2 -0.1
H 3.1035 0.1445 4.4646 0.2 0.0 0.2
H -0.2030 -1.2198 2.7098 -0.1 0.1 0.1
H 0.4997 -2.4327 1.6715 0.1 -0.2 -0.2
H 0.0199 -0.8686 0.9988 0.1 -0.2 0.4
H 4.7074 0.3991 2.4971 0.0 -0.1 0.2
H 6.6522 1.8604 2.2730 0.1 0.0 0.1
H 6.6693 3.6641 0.5817 0.1 0.0 0.0
H 4.7518 3.9575 -0.9128 0.0 0.1 -0.1
H 0.6632 4.0428 -1.2585 0.0 0.1 0.0
H 0.3651 5.5728 -3.2138 -0.1 0.1 0.0
H 2.1039 5.6637 -4.9598 0.0 0.1 -0.1
H 4.0806 4.2020 -4.8148 0.1 0.0 -0.1
H 4.3424 2.6553 -2.9087 0.1 0.0 0.1
I -1.1863 1.6621 -2.4799 0.4 -0.6 0.0
C -0.9701 0.7156 -4.3942 -0.2 0.3 0.1
C -1.7130 1.3256 -5.3752 0.1 0.1 0.7
C -1.8035 0.7771 -6.6583 0.1 -0.3 -0.2
C -1.1618 -0.3962 -6.9213 -0.2 0.2 0.1
C -0.3762 -1.0327 -5.9387 0.0 0.1 0.2
C 0.2526 -2.2467 -6.2773 0.2 -0.1 0.2
C 1.0350 -2.9047 -5.3734 -0.2 0.1 -0.3
C 1.2344 -2.3328 -4.1198 -0.1 0.3 0.4
C 0.6382 -1.1499 -3.7281 -0.1 0.3 0.0
P 1.2101 -0.7276 -2.0150 0.6 -0.6 0.7
C 3.0017 -0.7709 -2.2862 0.0 0.4 0.3
C 3.5329 -0.2484 -3.4652 -0.2 -0.1 0.0
C 4.8988 -0.0899 -3.5998 0.1 0.0 -0.1
C 5.7467 -0.4250 -2.5564 -0.1 0.0 0.0
C 5.2229 -0.9354 -1.3791 0.1 -0.1 0.0
C 3.8579 -1.1018 -1.2401 -0.1 -0.1 0.1
C 0.5850 -2.2681 -1.2543 -0.2 0.2 0.3
C -0.7918 -2.2397 -1.0153 0.1 0.1 -0.2
C -1.4393 -3.3422 -0.4977 0.0 0.0 -0.1
C -0.7153 -4.4846 -0.1946 0.1 0.0 0.0
C 0.6526 -4.5124 -0.4114 0.0 -0.1 0.0
C 1.3097 -3.4099 -0.9378 0.1 0.2 0.0
C -0.2272 -0.4676 -4.6252 0.1 -0.2 -0.1
H -2.2572 2.2313 -5.1562 -0.1 0.1 0.0
H -2.3969 1.2711 -7.4112 -0.1 0.1 0.0
H -1.2450 -0.8735 -7.8854 0.0 0.0 -0.1
H 0.0998 -2.6440 -7.2692 0.0 0.0 -0.1
H 1.5083 -3.8433 -5.6135 0.1 -0.1 -0.1
H 1.8952 -2.8302 -3.4245 0.0 -0.1 -0.1
H 2.8765 0.0329 -4.2778 0.0 0.0 -0.1
H 5.3019 0.3023 -4.5211 0.0 0.1 -0.1
H 6.8107 -0.2792 -2.6600 0.1 0.0 0.0
H 5.8826 -1.1954 -0.5648 0.0 0.0 0.1
H 3.4456 -1.4738 -0.3142 0.1 0.0 0.1
H -1.3638 -1.3434 -1.2401 0.0 -0.1 0.0
H -2.5051 -3.3103 -0.3380 -0.2 0.0 0.0
H -1.2188 -5.3469 0.2165 0.0 -0.1 0.0
H 1.2120 -5.4058 -0.1740 0.1 0.0 0.0
H 2.3799 -3.4475 -1.0944 0.0 0.0 0.0
C -3.8921 -1.7074 5.3601 0.0 0.3 -0.1
C -3.5891 -0.2016 5.3615 0.1 0.0 0.1
C -4.9090 0.5620 5.5045 0.2 -0.1 -0.1
C -2.7476 0.1181 6.6094 0.0 -0.1 -0.2
C -2.7820 0.1748 4.0698 -0.4 0.1 -0.2
O -1.4321 -0.2494 4.2486 0.2 0.1 0.0
C -3.2600 -0.4800 2.7481 0.0 0.2 0.2
C -4.6192 -0.0698 2.1703 0.2 -0.2 0.0
C -4.7637 -0.6675 0.7967 -0.1 0.1 0.1
C -5.4579 -1.8559 0.6087 0.1 0.1 0.0
C -5.5674 -2.4287 -0.6460 0.1 0.0 -0.1
C -4.9644 -1.8086 -1.7280 0.0 0.0 0.1
Cl -5.0724 -2.5201 -3.3015 0.0 -0.1 -0.1
C -4.2782 -0.6158 -1.5650 0.0 -0.1 -0.1
C -4.1799 -0.0536 -0.3058 -0.1 -0.1 0.0
C -2.6943 1.7097 3.8945 -0.2 -0.5 0.8
N -2.0034 2.0659 2.6888 1.0 -0.1 -0.4
C -0.7783 1.7113 2.2916 0.0 0.1 0.1
N -0.5709 2.1498 1.0600 0.7 -0.5 -0.2
C -1.7189 2.8020 0.7582 -0.1 -0.1 0.1
N -2.6026 2.7573 1.7198 -0.7 0.5 -0.4
H -4.2745 -2.0018 6.3339 0.0 0.0 0.1
H -3.0026 -2.3066 5.1672 0.1 -0.2 0.0
H -4.6443 -1.9561 4.6167 -0.1 -0.1 -0.1
H -5.4760 0.1260 6.3238 -0.1 0.0 0.1
H -5.5193 0.5075 4.6107 -0.2 0.0 -0.1
H -4.7355 1.6065 5.7464 0.0 0.2 0.0
H -3.2935 -0.1876 7.4975 -0.1 0.0 0.1
H -2.5520 1.1835 6.6915 0.1 0.1 0.1
H -1.7937 -0.4016 6.6075 0.0 0.0 0.1
H -1.4456 -1.1639 4.5537 0.0 0.0 0.0
H -3.2363 -1.5644 2.8631 0.1 0.0 0.0
H -2.4988 -0.2432 1.9976 0.0 -0.1 0.1
H -4.6871 1.0164 2.0995 -0.1 0.0 0.1
H -5.4274 -0.4365 2.8017 -0.1 0.1 0.0
H -5.9309 -2.3396 1.4512 -0.1 0.0 0.1
H -6.1196 -3.3444 -0.7849 0.0 -0.1 0.0
H -3.8380 -0.1273 -2.4213 0.0 0.0 -0.1
H -3.6587 0.8862 -0.1857 0.1 0.1 0.1
H -2.1533 2.1268 4.7465 -0.1 0.0 -0.1
H -3.6863 2.1520 3.8246 0.1 0.0 0.0
H -0.0874 1.1691 2.9032 0.1 -0.2 0.1
H -1.8964 3.3219 -0.1631 -0.1 0.1 -0.1
```
Positions in Å, forces in eV/Å.

Properties
- max |F| (eV/A) = 3.42
- charge = +1
- LUMO energy (alpha / beta) (eV) = -4.18 / -4.16
- calculated total energy (a.u.) = -3939.1989
- ΔE to the lowest compared entry with this formula, charge and spin (kJ/mol) = 220.44
- HOMO energy (alpha / beta) (eV) = -8.761 / -8.772

---

[5]
This record from OMol25 describes 2 unconnected molecules or ions with the total composition C8H7Br2NSi at a distorted geometry. The level of theory is ωB97M-V/def2-TZVPD.

Geometry as XYZ:
```
19
Properties=species:S:1:pos:R:3:forces:R:3
C -0.5284 -4.2091 -1.6673 -2.1 3.5 0.0
C 1.6478 1.2551 0.6578 -0.4 -1.5 0.6
C 1.6676 0.1174 -0.1373 -2.1 0.8 -1.1
C 0.4648 1.6399 1.2662 -1.8 1.5 -0.2
C 0.4793 -0.4741 -0.5747 -1.1 0.7 1.6
C -0.7610 1.0960 0.8488 0.8 -2.9 -0.6
C -0.7676 -0.0365 -0.0304 2.8 2.1 -1.1
C -2.0586 -0.3236 -0.6952 0.5 0.1 -2.0
N 0.2330 -5.0627 -1.6095 0.8 -1.1 0.0
Si -2.0861 -1.7684 -1.8864 -0.9 -2.7 -0.4
Br -4.1953 -2.7720 -1.7525 1.9 0.9 -0.3
Br -1.3904 -1.3156 -3.9531 -0.4 -0.2 1.0
H 2.5889 1.6792 0.8855 0.6 0.8 0.3
H 2.4601 -0.0694 -0.7922 1.8 -0.6 -0.2
H 0.3664 2.5544 1.8797 0.5 -0.7 -0.1
H 0.5441 -1.2358 -1.3344 -0.1 -0.3 -0.1
H -1.7734 1.2578 1.1896 0.2 1.2 0.6
H -2.7602 -0.3684 0.0765 -1.8 -0.6 0.8
H -2.4177 0.4935 -1.4405 0.7 -1.0 1.1
```
Positions in Å, forces in eV/Å.

Properties
- max |F| (eV/A) = 4.06
- LUMO energy (eV) = -2.06
- calculated total energy (a.u.) = -5801.2804
- ΔE to the lowest compared entry with this formula, charge and spin (kJ/mol) = 212.52
- HOMO energy (eV) = -9.871